[1]
Below is a molecular structure, C5H11AgCl4O5P at a distorted geometry, with properties calculated with ωB97M-V/def2-TZVPD.

Calculated values
**<S²>**: 0.763
**LUMO level (alpha / beta)**: 4.27 / 4.27 eV
**HOMO (alpha / beta)**: -0.660 / -0.537 eV
**Energy relative to the best compared isomer or geometry (same formula, charge and spin)**: 0.0 kcal/mol
**Net charge**: -2
**2S+1**: 2

XYZ file:
```
27
Properties=species:S:1:pos:R:3:nbo_charge:R:1
Ag 20.818 -18.337 -8.773 0.965
P 21.923 -20.692 -9.939 2.460
O 22.575 -19.529 -9.108 -1.121
O 22.021 -22.088 -9.316 -1.234
O 22.308 -20.644 -11.387 -1.204
O 20.386 -20.298 -9.713 -0.943
C 19.846 -15.765 -10.910 -0.180
O 20.202 -16.991 -10.474 -0.972
H 18.734 -15.603 -10.927 0.074
H 20.235 -14.921 -10.285 0.078
H 20.184 -15.588 -11.957 0.097
Cl 23.743 -20.883 -5.118 -0.113
C 22.658 -22.045 -5.939 -0.393
C 21.212 -21.674 -5.773 -0.403
Cl 20.853 -20.068 -6.392 -0.031
H 22.841 -23.038 -5.529 0.194
H 22.902 -22.101 -7.004 0.304
H 20.911 -21.756 -4.728 0.183
H 20.634 -22.365 -6.387 0.245
Cl 22.096 -16.862 -7.120 -0.011
C 22.564 -17.018 -5.419 -0.415
C 23.360 -15.832 -4.923 -0.369
Cl 24.921 -15.656 -5.793 -0.082
H 23.081 -17.956 -5.227 0.241
H 21.629 -17.044 -4.856 0.214
H 23.600 -15.939 -3.868 0.206
H 22.824 -14.903 -5.099 0.211
```


[2]
Below is C5H11BO3 in the gas phase at a distorted geometry, with properties calculated with ωB97M-V/def2-TZVPD.

Calculated values
**LUMO level**: 0.13 eV
**HOMO**: -8.252 eV
**Energy relative to the best compared isomer or geometry (same formula, charge and spin)**: 37.8 kcal/mol

XYZ file:
```
20
Properties=species:S:1:pos:R:3:nbo_charge:R:1
C 1.210 0.031 -1.463 -0.623
C 0.785 0.258 -0.002 -0.123
C 1.637 1.236 0.747 -0.646
C 0.597 -1.022 0.716 -0.650
C -0.926 1.007 -0.090 0.347
O -0.918 2.195 -0.151 -0.501
B -2.041 -0.100 0.046 1.030
O -2.591 -0.517 1.204 -0.903
O -2.509 -0.644 -1.152 -0.899
H 1.185 -1.075 -1.725 0.204
H 2.237 0.299 -1.459 0.213
H 0.574 0.513 -2.302 0.228
H 1.718 0.907 1.754 0.212
H 1.139 2.312 0.871 0.235
H 2.614 1.575 0.359 0.218
H -0.001 -1.748 0.189 0.208
H 1.570 -1.636 0.661 0.214
H 0.127 -1.065 1.749 0.228
H -3.290 -1.220 1.314 0.515
H -3.115 -1.308 -1.267 0.492
```


[3]
Below is a molecular structure, C5H11BiMgO4 at a distorted geometry, with properties calculated with ωB97M-V/def2-TZVPD.

Calculated values
**<S²>**: 0.754
**LUMO level (alpha / beta)**: -3.12 / -3.62 eV
**HOMO (alpha / beta)**: -10.145 / -13.690 eV
**Energy relative to the best compared isomer or geometry (same formula, charge and spin)**: 0.0 kcal/mol
**Net charge**: +1
**2S+1**: 2

XYZ file:
```
22
Properties=species:S:1:pos:R:3:nbo_charge:R:1
O -0.371 1.087 1.804 -1.038
C -1.382 1.796 1.172 -0.077
C -1.775 1.072 -0.108 -0.092
O -0.568 0.730 -0.789 -0.631
C -0.674 -0.257 -1.804 -0.096
C 0.733 -0.516 -2.284 -0.094
O 1.530 -0.789 -1.135 -0.643
C 2.865 -1.187 -1.415 -0.265
Mg 0.987 0.221 0.593 1.805
H -1.049 2.824 0.933 0.182
H -2.290 1.893 1.795 0.204
H -2.408 1.690 -0.762 0.212
H -2.309 0.139 0.139 0.189
H -1.298 0.098 -2.637 0.218
H 1.147 0.366 -2.797 0.200
H 0.749 -1.380 -2.964 0.217
H 3.355 -1.367 -0.452 0.229
H 2.863 -2.110 -2.010 0.204
H 3.387 -0.386 -1.958 0.193
Bi 0.957 0.824 3.339 1.297
O 1.923 -0.361 2.127 -1.411
H -1.143 -1.187 -1.379 0.198
```


[4]
Below is a gas-phase ion, C5H11BrN3O (charge +1) at a distorted geometry, with properties calculated with ωB97M-V/def2-TZVPD.

Calculated values
**<S²>**: 2.009
**LUMO level (alpha / beta)**: -3.40 / -7.50 eV
**HOMO (alpha / beta)**: -10.529 / -13.619 eV
**Energy relative to the best compared isomer or geometry (same formula, charge and spin)**: 0.0 kcal/mol
**Net charge**: +1
**2S+1**: 3

XYZ file:
```
21
Properties=species:S:1:pos:R:3:nbo_charge:R:1
C 0.350 -0.731 1.171 0.634
C 0.387 -0.690 -1.255 -0.248
C 0.549 1.367 -0.160 -0.275
C -1.010 -0.330 -1.853 -0.089
C -0.872 1.732 -0.598 -0.097
N 0.693 -0.088 0.017 -0.350
N 0.866 -1.984 1.425 -0.675
N -0.224 -0.063 2.240 -0.745
O -1.165 1.094 -1.840 -0.509
Br 0.937 -2.753 3.076 0.318
H 0.644 -1.783 -1.143 0.222
H 1.010 -0.254 -1.943 0.218
H 1.355 1.509 -0.908 0.244
H 0.809 1.971 0.758 0.227
H -0.775 -0.480 -2.915 0.227
H -1.902 -0.805 -1.436 0.201
H -1.591 1.451 0.267 0.165
H -1.058 2.796 -0.904 0.248
H 1.523 -2.417 0.764 0.428
H -0.442 0.984 2.178 0.443
H -0.084 -0.524 3.059 0.412
```


[5]
Below is a molecular structure, C5H11BrNO3SZn at a distorted geometry, with properties calculated with ωB97M-V/def2-TZVPD.

Calculated values
**LUMO level**: -7.70 eV
**HOMO**: -10.803 eV
**Energy relative to the best compared isomer or geometry (same formula, charge and spin)**: 328.7 kcal/mol
**Net charge**: +1

XYZ file:
```
23
Properties=species:S:1:pos:R:3:nbo_charge:R:1
Zn 7.944 -15.478 15.430 1.089
Br 8.833 -16.542 14.014 -0.391
C 11.292 -15.766 15.219 -0.771
C 11.987 -16.089 14.035 0.409
N 12.499 -16.273 12.987 -0.286
H 11.429 -14.695 15.369 0.277
H 11.503 -16.315 16.136 0.288
H 10.209 -15.859 15.133 0.216
O 9.844 -19.664 14.299 -0.906
S 10.918 -19.326 13.412 2.305
O 12.238 -20.001 13.308 -0.876
O 10.381 -19.217 11.869 -0.728
C 9.879 -20.366 11.193 -0.075
C 9.266 -19.965 9.837 -0.625
C 11.275 -17.540 13.608 -0.799
H 9.078 -20.720 11.842 0.186
H 10.669 -21.106 11.070 0.205
H 10.069 -19.827 9.112 0.223
H 8.614 -19.093 9.879 0.218
H 8.615 -20.775 9.509 0.233
H 10.322 -17.095 13.322 0.197
H 11.970 -17.217 12.832 0.334
H 11.670 -17.409 14.615 0.278
```


[6]
Below is C5H11BrO in the gas phase at a distorted geometry, with properties calculated with ωB97M-V/def2-TZVPD.

Calculated values
**LUMO level**: 0.76 eV
**HOMO**: -10.213 eV
**Energy relative to the best compared isomer or geometry (same formula, charge and spin)**: 21.1 kcal/mol

XYZ file:
```
18
Properties=species:S:1:pos:R:3:nbo_charge:R:1
C 2.067 0.316 -0.371 -0.615
C 0.788 -0.206 -0.973 -0.396
C -0.246 -0.382 0.189 -0.256
C -1.383 -1.287 -0.279 -0.605
C -0.745 0.929 0.766 0.134
O -1.540 0.609 1.819 -0.673
Br -1.816 2.057 -0.554 -0.124
H 2.005 1.186 0.200 0.202
H 2.865 0.322 -1.073 0.216
H 2.488 -0.320 0.417 0.195
H 0.808 -1.238 -1.481 0.205
H 0.590 0.524 -1.705 0.214
H 0.325 -0.943 0.880 0.214
H -1.710 -0.960 -1.195 0.211
H -0.884 -2.190 -0.466 0.203
H -2.109 -1.338 0.563 0.226
H 0.119 1.502 1.044 0.178
H -1.621 1.417 2.218 0.471
```


[7]
Below is 2 unconnected molecules or ions with the total composition C5H11BrOSi at a distorted geometry, with properties calculated with ωB97M-V/def2-TZVPD.

Calculated values
**LUMO level**: 0.68 eV
**HOMO**: -9.518 eV
**Energy relative to the best compared isomer or geometry (same formula, charge and spin)**: 20.6 kcal/mol

XYZ file:
```
19
Properties=species:S:1:pos:R:3:nbo_charge:R:1
C -0.214 -2.680 1.100 -1.142
Si 0.512 -0.957 1.009 1.498
C 0.376 -0.174 -0.694 -1.117
C 2.301 -0.756 1.867 -1.073
Br -0.801 0.309 2.311 -0.362
H -1.284 -2.538 0.704 0.257
H 0.168 -3.292 0.233 0.246
H -0.086 -3.085 2.091 0.255
H 0.791 -0.845 -1.415 0.235
H -0.626 0.020 -0.913 0.247
H 0.952 0.726 -0.847 0.246
H 3.048 -0.305 1.161 0.234
H 2.266 -0.024 2.779 0.253
H 2.697 -1.664 2.140 0.222
C -1.795 3.559 -2.332 -0.769
C -2.367 2.416 -2.158 0.727
O -2.866 1.344 -2.114 -0.469
H -2.347 4.348 -2.589 0.250
H -0.724 3.597 -2.333 0.262
```


[8]
Below is 2 unconnected molecules or ions with the total composition C5H11Cl2N at a distorted geometry, with properties calculated with ωB97M-V/def2-TZVPD.

Calculated values
**LUMO level (alpha / beta)**: -0.15 / -0.16 eV
**HOMO (alpha / beta)**: -7.807 / -7.806 eV
**Energy relative to the best compared isomer or geometry (same formula, charge and spin)**: 78.2 kcal/mol

XYZ file:
```
19
Properties=species:S:1:pos:R:3:nbo_charge:R:1
C -1.073 1.284 0.146 -0.717
C -0.405 -0.209 -1.809 -0.715
C -1.332 -1.233 0.354 -0.709
C -0.828 -0.075 -0.377 0.345
C 1.592 -0.081 0.449 -0.037
N 1.968 -0.028 1.822 -0.870
Cl 2.268 1.332 -0.474 -0.128
Cl 2.226 -1.579 -0.210 -0.060
H -1.369 1.320 1.267 0.224
H -1.858 1.677 -0.479 0.226
H -0.019 1.817 -0.067 0.272
H -0.955 -0.950 -2.376 0.230
H 0.660 -0.307 -1.914 0.280
H -0.627 0.803 -2.350 0.221
H -1.842 -0.998 1.377 0.219
H -2.049 -1.757 -0.196 0.230
H -0.598 -1.995 0.514 0.264
H 1.352 0.641 2.285 0.363
H 2.890 0.338 2.035 0.363
```


[9]
Below is a molecular structure, C5H11Cl2NSV at a distorted geometry, with properties calculated with ωB97M-V/def2-TZVPD.

Calculated values
**<S²>**: 0.793
**LUMO level (alpha / beta)**: 5.59 / 5.58 eV
**HOMO (alpha / beta)**: 0.517 / 0.403 eV
**Net charge**: -2
**2S+1**: 2

XYZ file:
```
21
Properties=species:S:1:pos:R:3:nbo_charge:R:1
V -1.779 -0.206 -1.099 1.029
Cl -2.493 0.054 2.024 -0.186
C -2.851 -0.875 0.524 -0.785
Cl -2.548 -2.249 -2.264 -0.690
H -3.954 -0.836 0.454 0.204
H -2.580 -1.906 0.815 0.176
S -2.762 1.929 -1.418 -1.030
C 1.136 -0.938 0.807 -0.619
C 1.002 0.237 -0.201 0.090
C 2.314 0.303 -1.033 -0.602
C 0.862 1.545 0.613 -0.617
N -0.113 0.072 -1.025 -0.742
H 2.063 -0.860 1.378 0.167
H 1.114 -1.883 0.267 0.201
H 0.287 -0.908 1.485 0.223
H 3.189 0.418 -0.388 0.169
H 2.268 1.142 -1.723 0.202
H 2.421 -0.611 -1.614 0.197
H 1.644 1.639 1.371 0.163
H -0.116 1.533 1.088 0.242
H 0.895 2.400 -0.060 0.207
```


[10]
Below is a molecular structure, C5H11Cl3CoF2GeO3PSbSe4Te at a distorted geometry, with properties calculated with ωB97M-V/def2-TZVPD.

Calculated values
**<S²>**: 0.831
**LUMO level (alpha / beta)**: 3.81 / 3.81 eV
**HOMO (alpha / beta)**: -2.465 / -2.463 eV
**Energy relative to the best compared isomer or geometry (same formula, charge and spin)**: 14.5 kcal/mol
**Net charge**: -2
**2S+1**: 2

XYZ file:
```
33
Properties=species:S:1:pos:R:3:nbo_charge:R:1
Co -1.543 1.234 0.389 0.859
Se -2.142 -1.010 -3.410 -0.318
Sb -3.196 -2.152 -1.345 1.052
Se -2.932 -0.677 0.700 -0.744
Se -2.716 -4.515 -1.017 -0.738
Se -5.109 -1.450 -2.916 -0.658
F -3.459 3.079 -0.095 -0.388
C -2.420 2.437 -0.748 0.371
F -2.973 1.877 -1.867 -0.369
H -1.725 3.218 -1.085 0.094
C 0.431 -3.235 1.297 -0.630
C 0.893 -2.720 -0.044 -0.058
O 0.944 -1.284 0.043 -0.849
P 0.999 -0.218 -1.129 2.090
O 0.238 0.971 -0.637 -1.179
Te 0.640 -1.246 -3.274 -0.172
O 2.550 0.175 -1.263 -0.837
C 3.125 0.907 -0.154 -0.069
C 3.108 2.394 -0.430 -0.633
H 0.318 -4.319 1.251 0.210
H -0.540 -2.804 1.540 0.249
H 1.142 -2.972 2.081 0.199
H 0.200 -3.018 -0.832 0.214
H 1.890 -3.089 -0.303 0.161
H 4.143 0.529 -0.050 0.170
H 2.580 0.680 0.764 0.202
H 3.650 2.619 -1.350 0.195
H 3.577 2.930 0.397 0.204
H 2.080 2.738 -0.527 0.246
Cl -1.422 3.429 5.073 -0.598
Ge -1.760 1.877 3.396 0.866
Cl 0.030 0.547 3.872 -0.581
Cl -0.604 3.069 1.676 -0.562
```


[11]
Below is a molecular structure, C5H11Cl8OY at a distorted geometry, with properties calculated with ωB97M-V/def2-TZVPD.

Calculated values
**LUMO level**: -12.55 eV
**HOMO**: -14.175 eV
**Energy relative to the best compared isomer or geometry (same formula, charge and spin)**: 195.6 kcal/mol
**Net charge**: +2

XYZ file:
```
26
Properties=species:S:1:pos:R:3:nbo_charge:R:1
Y 2.808 -13.926 -19.455 1.411
C 6.358 -9.912 -16.441 -0.342
O 5.754 -10.919 -17.166 -0.112
H 6.525 -9.060 -17.100 0.218
H 5.760 -9.605 -15.584 0.346
H 7.279 -10.227 -15.950 0.312
C 11.412 -11.885 -20.476 -0.413
Cl 12.495 -12.468 -19.220 0.013
Cl 11.150 -13.148 -21.696 -0.011
H 10.434 -11.516 -20.167 0.207
H 11.864 -10.992 -20.906 0.232
C 8.222 -16.118 -15.296 -0.345
Cl 7.135 -15.443 -14.078 -0.016
Cl 7.009 -16.731 -16.575 -0.106
H 8.675 -15.258 -15.791 0.216
H 9.018 -16.760 -14.919 0.253
C 10.468 -4.546 -18.766 -0.430
Cl 12.105 -4.850 -18.335 0.055
Cl 10.174 -4.939 -20.459 0.015
H 9.851 -5.273 -18.239 0.222
H 10.185 -3.524 -18.512 0.245
C 2.593 -9.814 -10.728 -0.387
Cl 2.383 -9.530 -8.986 0.011
Cl 1.000 -10.201 -11.499 -0.034
H 3.026 -8.880 -11.085 0.222
H 3.300 -10.627 -10.898 0.217
```


[12]
Below is a molecular structure, C5H11ClIrNORe at a distorted geometry, with properties calculated with ωB97M-V/def2-TZVPD.

Calculated values
**<S²>**: 15.833
**LUMO level (alpha / beta)**: -0.60 / -2.14 eV
**HOMO (alpha / beta)**: -7.636 / -9.130 eV
**Energy relative to the best compared isomer or geometry (same formula, charge and spin)**: 0.0 kcal/mol
**2S+1**: 8

XYZ file:
```
21
Properties=species:S:1:pos:R:3:nbo_charge:R:1
Ir -0.383 1.595 -0.172 1.108
Cl 0.402 0.394 1.723 -0.394
C -2.258 1.954 0.292 -1.006
C 1.205 2.745 -0.379 -0.993
H -2.488 2.935 -0.181 0.225
H -2.933 1.157 -0.091 0.236
H -2.314 2.025 1.403 0.242
H 0.823 3.683 -0.838 0.227
H 1.976 2.274 -1.026 0.236
H 1.606 2.944 0.639 0.244
Re 0.142 -1.390 0.114 1.206
C 1.800 -2.443 -0.237 -0.933
C -0.190 -0.077 -1.507 -0.965
H 2.166 -2.299 -1.261 0.217
H 2.580 -2.164 0.491 0.222
H 1.546 -3.504 -0.075 0.227
H 0.593 0.200 -2.257 0.224
H -1.238 -0.209 -1.916 0.216
O -1.876 -4.061 1.928 -0.520
C -1.047 -3.281 1.706 0.811
N -0.113 -2.479 1.643 -0.831
```


Question: Number 5 is which compound?
Answer: C5H11BrNO3SZn